Record 1
Here is an isolated molecule of C4H6N2 from the Open Molecules 2025 dataset. Energies are from the ωB97M-V functional and the def2-TZVPD basis.

As for the energy relative to the best compared isomer or geometry (same formula, charge and spin): 0.093 eV. The value obtained for the largest force on an atom is 0.792 eV/Å. As for the net charge: 0.

Last column: natural (NBO) charge in e.
Positions of all 12 atoms, in Å:
C (-1.2752, 0.6850, 1.5582)  -0.640
C (-0.2887, 0.2001, 0.5493)  0.085
C (0.8687, 0.7415, 0.0728)  -0.103
N (1.3436, 0.0521, -1.0141)  -0.454
C (0.4734, -0.8940, -1.2201)  0.161
N (-0.5435, -0.8428, -0.3215)  -0.523
H (-2.2913, 0.4230, 1.2658)  0.217
H (-1.0714, 0.2775, 2.5508)  0.221
H (-1.2325, 1.7696, 1.6439)  0.232
H (1.4224, 1.5683, 0.4889)  0.203
H (0.4710, -1.6764, -1.9630)  0.190
H (-1.2931, -1.5057, -0.2523)  0.411

Cartesian forces, eV/Å:
C 0.2156 -0.1443 0.2586
C -0.3073 0.2614 -0.6820
C 0.2770 0.0631 0.3139
N 0.1692 -0.1305 -0.1627
C -0.3184 -0.2838 0.0830
N -0.0159 0.0771 0.4253
H -0.0241 -0.0495 0.0503
H -0.1423 -0.0544 -0.0087
H 0.0543 -0.0027 -0.0499
H -0.0922 0.0901 -0.0760
H 0.2965 0.1598 -0.1514
H -0.1124 0.0137 -0.0004



Record 2
Here is a cluster of 7 separate species, C14H42O9 in total from the Open Molecules 2025 dataset. Energies are from the ωB97M-V functional and the def2-TZVPD basis.

As for the energy relative to the best compared isomer or geometry (same formula, charge and spin): 2.045 eV. The value obtained for the largest force on an atom is 3.363 eV/Å. As for the net charge: 0.

Last column: natural (NBO) charge in e.
Positions of all 65 atoms, in Å:
O (-32.5393, 5.5005, 0.9024)  -0.738
C (-32.0418, 5.1818, -0.4099)  -0.095
C (-33.0621, 4.5707, -1.4218)  -0.097
O (-33.9052, 5.6398, -1.8810)  -0.711
H (-31.9222, 6.0590, 1.3807)  0.479
H (-31.8226, 6.0807, -0.9860)  0.169
H (-31.1014, 4.6460, -0.2811)  0.161
H (-33.6361, 3.8473, -0.8428)  0.171
H (-32.6074, 4.0932, -2.2897)  0.190
H (-34.5816, 5.5870, -1.2018)  0.470
O (-27.2244, 5.3532, 2.7951)  -0.735
C (-26.6361, 4.8901, 4.0005)  -0.090
C (-25.3114, 5.7101, 4.3765)  -0.090
O (-24.7023, 6.1093, 3.1728)  -0.717
H (-27.2854, 4.5919, 2.2134)  0.482
H (-27.3196, 5.0182, 4.8399)  0.170
H (-26.4014, 3.8428, 3.8103)  0.168
H (-24.6246, 5.0314, 4.8823)  0.174
H (-25.3774, 6.5820, 5.0274)  0.163
H (-25.4565, 6.3610, 2.6348)  0.476
C (-27.4592, 8.0654, -3.5299)  -0.638
C (-27.8416, 6.6928, -2.9854)  -0.073
O (-26.9306, 5.6979, -3.4859)  -0.725
H (-26.4933, 8.4272, -3.1777)  0.216
H (-28.2237, 8.7477, -3.1582)  0.208
H (-27.3077, 8.1301, -4.6074)  0.212
H (-28.8756, 6.3587, -3.0710)  0.166
H (-27.6563, 6.6267, -1.9134)  0.172
H (-27.3918, 5.2756, -4.2142)  0.461
C (-23.2768, -0.2697, 3.7012)  -0.635
C (-23.4856, 0.6834, 4.9187)  -0.063
O (-22.6592, 0.3134, 6.0139)  -0.719
H (-22.2356, -0.4236, 3.4179)  0.214
H (-23.8061, 0.0816, 2.8155)  0.208
H (-23.6048, -1.2887, 3.9066)  0.193
H (-24.5331, 0.5856, 5.2038)  0.154
H (-23.3756, 1.6769, 4.4840)  0.177
H (-23.1385, -0.2980, 6.5779)  0.470
C (-27.7582, -5.8684, 3.6597)  -0.628
C (-27.0455, -4.4700, 3.4872)  -0.056
O (-27.7892, -3.6383, 2.5931)  -0.738
H (-28.1265, -6.1717, 2.6796)  0.222
H (-28.5602, -5.7238, 4.3836)  0.210
H (-27.0330, -6.5949, 4.0262)  0.213
H (-26.1065, -4.5847, 2.9457)  0.151
H (-26.7825, -3.9186, 4.3899)  0.158
H (-27.1687, -3.0252, 2.1923)  0.469
C (-26.4559, 0.8092, -1.2125)  -0.612
C (-27.7248, 0.2351, -0.7175)  -0.065
O (-27.7272, 0.5418, 0.5967)  -0.719
H (-26.5242, 0.9126, -2.2955)  0.205
H (-25.6421, 0.1264, -0.9684)  0.202
H (-26.3214, 1.8054, -0.7911)  0.221
H (-28.0147, -0.7953, -0.9234)  0.159
H (-28.4233, 0.8639, -1.2695)  0.139
H (-28.6368, 0.5457, 0.9039)  0.470
C (-31.4955, 0.9886, 5.4919)  -0.627
C (-31.4873, -0.4409, 4.9248)  -0.059
O (-31.8040, -0.6927, 3.5588)  -0.727
H (-31.1933, 1.0259, 6.5385)  0.219
H (-32.5072, 1.3784, 5.3803)  0.207
H (-30.8584, 1.6358, 4.8892)  0.207
H (-31.9888, -1.1633, 5.5687)  0.158
H (-30.4292, -0.6811, 5.0286)  0.147
H (-31.1974, -1.3744, 3.2607)  0.475

Cartesian forces, eV/Å:
O -0.9311 -0.6201 -0.8949
C 0.6648 0.6790 -0.8600
C 0.2779 0.4445 1.7632
O -0.0149 -1.0586 0.5012
H 0.1615 0.0085 -0.3050
H 0.4557 0.5225 0.4263
H -0.1048 -0.5195 -0.3079
H -0.2861 -0.3447 -0.3659
H 0.3087 0.1116 0.2663
H -0.5099 0.7781 -0.2206
O -0.1278 0.4651 0.0399
C 1.0146 0.7046 0.8013
C -0.2075 -1.0490 -0.8769
O 0.2907 -0.0039 -0.0083
H -0.0136 0.2030 -0.1423
H -0.2685 -0.3146 -0.0892
H 0.2758 -0.0243 0.6530
H -0.0337 -0.1709 0.0362
H -0.9038 0.0056 0.1428
H -0.0278 0.1506 -0.5730
C -0.3604 0.1080 0.4044
C 1.6311 -0.4536 0.5067
O -0.6273 -0.2084 -0.3197
H -0.0141 -0.3448 0.5657
H 0.0394 0.4144 -0.3960
H -0.7519 -0.2901 -0.1425
H -0.1425 0.3658 -0.6342
H -0.0756 0.5678 0.2078
H 0.2872 -0.1672 -0.1820
C 0.0997 -0.2726 0.3822
C -0.5437 -1.7889 -1.4807
O 0.2548 0.8324 -0.2793
H 0.1999 0.5464 0.1710
H -0.1183 0.1077 0.0513
H -0.3629 -0.0063 0.2014
H -0.1542 0.1919 0.0879
H 0.6838 0.3450 0.9703
H -0.0757 0.0508 -0.1137
C 0.8290 2.0340 0.1543
C 0.4223 -0.7886 -1.3015
O -0.7850 0.0886 0.2862
H -0.0946 -0.0160 0.1750
H -0.1427 -0.3845 -0.1712
H -0.1269 0.0006 0.0737
H 0.4108 -0.6727 0.3513
H -0.4433 -0.2962 0.4360
H -0.0917 0.0899 -0.0056
C 1.2109 -0.9795 -1.2703
C -0.8738 1.1606 -2.2063
O -0.8322 0.1550 3.2544
H 0.3522 -0.0467 -0.1098
H 0.4317 0.4159 0.0110
H 0.0842 -0.2147 0.0805
H 0.6299 -0.2989 -0.1877
H -0.9882 -0.1101 0.0943
H -0.0261 -0.0795 0.3692
C -1.3890 -0.1713 -1.4659
C 2.1510 -0.5603 0.8589
O -0.5072 0.9386 0.1184
H -0.0134 -0.2551 -0.1307
H -0.0699 0.3064 0.3221
H 0.1587 -0.0506 0.0902
H -0.4911 0.2358 0.0910
H 0.2695 -0.4776 0.1234
H -0.0647 0.0109 -0.0273



no.,Kohn-Sham gap (eV)
1,9.4
2,10.1